C4H8O3 | ωB97M-V/def2-TZVPD

Last columns: bonded neighbours and bond lengths (Å).
Cartesian coordinates (Å):
1 C -2.12 -1.12 -0.16  O2 1.424, H8 1.091, H9 1.090, H10 1.094
2 O -1.21 -0.08 0.19  C1 1.424, C3 1.333
3 C -0.25 0.24 -0.67  O2 1.333, O4 1.213, C5 1.514
4 O -0.17 -0.11 -1.83  C3 1.213
5 C 0.83 1.03 0.04  C3 1.514, C6 1.528, O7 1.399, H11 1.098
6 C 1.45 0.10 1.08  C5 1.528, H12 1.093, H13 1.091, H14 1.096
7 O 1.77 1.51 -0.87  C5 1.399, H15 0.970
8 H -2.72 -0.85 -1.03  C1 1.091
9 H -2.75 -1.23 0.72  C1 1.090
10 H -1.58 -2.05 -0.34  C1 1.094
11 H 0.35 1.87 0.56  C5 1.098
12 H 0.68 -0.17 1.81  C6 1.093
13 H 2.27 0.61 1.59  C6 1.091
14 H 1.84 -0.80 0.61  C6 1.096
15 H 1.60 1.04 -1.71  O7 0.970

Output
E_HOMO (eV): -10.517
SMILES: COC(=O)[C@@H](C)O
ΔE to the lowest compared entry with this formula, charge and spin (kcal per mole): 18.5
HOMO-LUMO gap (eV): 11.30
Calculated total energy (Eh): -382.9353